This record from the OMol25 dataset describes C33H42GeN6O4RbS3 as an isolated structure. The level of theory is ωB97M-V with the def2-TZVPD basis set.

Geometry as ORCA input:
```
! wB97M-V def2-TZVPD RIJCOSX def2/J DEFGRID3
* xyz -1 1
Rb -0.13 -0.23 0.13
C -3.84 -0.10 1.95
N -3.01 0.97 1.43
C -3.76 1.80 0.51
C -2.88 2.72 -0.27
N -1.62 2.56 -0.50
C -1.27 3.61 -1.36
C -0.06 3.91 -1.97
C 0.00 5.03 -2.77
C -1.12 5.84 -2.99
C -2.35 5.54 -2.42
C -2.39 4.41 -1.61
N -3.42 3.82 -0.90
C -3.02 -1.15 2.63
N -1.77 -1.41 2.40
C -1.46 -2.52 3.18
C -0.26 -3.21 3.31
C -0.24 -4.29 4.16
C -1.37 -4.69 4.88
C -2.57 -4.00 4.77
C -2.59 -2.91 3.91
N -3.58 -2.02 3.54
H -4.41 -0.61 1.15
H -4.57 0.31 2.65
H -2.22 0.57 0.94
H -4.48 2.40 1.08
H -4.35 1.20 -0.21
H 0.78 3.22 -1.87
H 0.93 5.27 -3.28
H -1.03 6.70 -3.64
H -3.22 6.16 -2.60
H -4.38 4.11 -0.87
H 0.61 -2.89 2.74
H 0.68 -4.86 4.27
H -1.31 -5.54 5.54
H -3.45 -4.31 5.33
H -4.53 -2.00 3.87
O -2.91 -2.39 -2.96
C -2.17 -2.12 -1.88
O -2.40 -1.16 -1.18
C -1.09 -3.13 -1.61
C -1.11 -4.38 -2.19
C -0.09 -5.26 -1.85
C 0.90 -4.85 -0.98
C 0.85 -3.55 -0.47
N -0.15 -2.73 -0.77
C 1.94 -3.05 0.49
O 2.84 -3.86 0.74
O 1.77 -1.88 0.93
H -3.49 -1.63 -3.07
H -1.88 -4.65 -2.89
H -0.06 -6.26 -2.28
H 1.73 -5.48 -0.68
C 2.87 -0.21 3.23
C 3.76 0.45 2.18
S 2.95 0.68 0.57
C 3.42 2.38 0.19
C 2.88 3.47 1.13
S 1.09 3.33 1.40
C 0.98 3.34 3.21
C 1.76 2.27 3.97
S 1.27 0.58 3.56
H 3.42 -0.32 4.17
H 2.59 -1.20 2.87
H 4.63 -0.20 2.04
H 4.13 1.42 2.51
H 3.02 2.52 -0.82
H 4.51 2.47 0.12
H 3.08 4.45 0.70
H 3.38 3.43 2.10
H -0.09 3.22 3.39
H 1.26 4.33 3.58
H 1.60 2.43 5.04
H 2.83 2.37 3.79
C 2.10 0.37 -5.71
Ge 1.57 -0.33 -3.93
C 0.92 -2.17 -4.38
C 3.23 -0.70 -2.93
C 0.46 0.94 -3.07
H 2.74 -0.32 -6.25
H 2.62 1.32 -5.59
H 1.20 0.55 -6.31
H 1.50 -2.62 -5.20
H -0.14 -2.15 -4.66
H 1.03 -2.82 -3.50
H 3.90 -1.35 -3.50
H 3.00 -1.19 -1.98
H 3.75 0.24 -2.71
H -0.43 1.22 -3.64
H 0.21 0.73 -2.03
*
```

Properties
E_LUMO = 1.63 eV
Gap between HOMO and LUMO = 3.93 eV
E = -5207.86668 Eh
Energy relative to the best compared isomer or geometry (same formula, charge and spin) = 6.4 kcal/mol
Maximum force = 1.34 eV Å⁻¹
HOMO energy = -2.30 eV